# 1
C3H6N2 | ωB97M-V with the def2-TZVPD basis set

CARTESIAN COORDINATES (ANGSTROEM)
C 0.6209 0.2556 -0.0586
N 1.8166 -0.4118 -0.2420
C -0.5406 -0.4601 0.4500
C -1.8549 -0.3745 0.3981
N 0.5088 1.4420 -0.6327
H 2.6482 0.1574 -0.3634
H 1.8968 -1.1418 -0.9390
H -0.4738 1.7103 -0.7196
H 0.1969 -0.3578 1.4367
H -2.4672 -0.9042 1.1232
H -2.3515 0.0849 -0.4525

Properties
Gap between HOMO and LUMO = 9.37 eV
E_tot = -227.30280 hartree
Energy above the lowest of the compared OMol25 structures with the same formula, charge and spin = 320.4 kJ/mol
Total charge = 0

# 2
C3H6N2O | ωB97M-V with the def2-TZVPD basis set

CARTESIAN COORDINATES (ANGSTROEM)
C 0.4844 -0.4487 -1.1433
C 0.0486 0.1407 0.1769
C 1.0078 -0.2596 1.1795
O -0.2523 1.5058 0.0927
N -1.0032 -0.7695 -0.2486
N -2.1730 -0.4077 -0.5911
H -0.1786 1.8720 0.9820
H -2.4060 0.4773 -0.1101
H 1.0022 -1.3915 -1.1535
H 0.5625 0.2167 -2.0044
H 1.0025 -1.2736 1.5505
H 1.9049 0.3380 1.2694

Properties
Gap between HOMO and LUMO (alpha / beta) = 7.46 / 8.48 eV
E_tot = -302.44480 hartree
Energy above the lowest of the compared OMol25 structures with the same formula, charge and spin = 651.9 kJ/mol
Total charge = 0

# 3
C3H6N2O | ωB97M-V with the def2-TZVPD basis set

CARTESIAN COORDINATES (ANGSTROEM)
N -1.6445 -0.7827 0.3937
C -1.5161 0.1711 -0.5122
C 1.0127 0.8398 0.1916
O 1.0976 -0.0533 1.2678
C 1.7063 0.3387 -1.0138
N 2.2216 -0.0755 -1.9634
H -2.0491 -0.5437 1.2916
H -1.5335 -1.7813 0.2312
H -1.0708 -0.2892 -1.4169
H -0.0470 1.0780 -0.0700
H 1.4417 1.7934 0.4953
H 0.4088 -0.7229 1.1421

Properties
Gap between HOMO and LUMO = 9.54 eV
E_tot = -302.54287 hartree
Energy above the lowest of the compared OMol25 structures with the same formula, charge and spin = 394.4 kJ/mol
Total charge = 0

# 4
C3H6N2O | ωB97M-V with the def2-TZVPD basis set

CARTESIAN COORDINATES (ANGSTROEM)
C 2.2008 -0.3330 0.0558
C 0.7756 0.1875 -0.0292
C -1.5526 -0.6454 -0.0188
H 2.4353 -0.6962 -0.6546
H 2.4029 -1.1948 1.1054
H 2.8591 0.5073 -0.1762
H 0.1267 -1.7500 -0.1364
H -2.0724 -1.5858 -0.0649
H -1.5611 1.2464 0.1466
N -0.1645 -0.8131 -0.0914
N -2.1953 0.4287 0.0805
O 0.4732 1.3636 -0.0238

Properties
Gap between HOMO and LUMO = 10.21 eV
E_tot = -302.55373 hartree
Energy above the lowest of the compared OMol25 structures with the same formula, charge and spin = 365.9 kJ/mol
Total charge = 0

# 5
C3H6N2O | ωB97M-V with the def2-TZVPD basis set

CARTESIAN COORDINATES (ANGSTROEM)
N -0.2690 0.1416 1.5194
C -0.6122 -0.4879 0.2821
C 0.1232 0.5398 -1.1702
O 0.5485 1.7498 -0.6916
C -0.0077 -1.7887 0.0167
N 0.5295 -2.7699 -0.2893
H 0.5533 -0.3182 1.9049
H 0.0886 1.1764 1.3185
H -1.6885 -0.4608 0.0820
H 0.9257 -0.1123 -1.5469
H -0.7685 0.5845 -1.8083
H 0.5772 1.7457 0.3827

Properties
Gap between HOMO and LUMO = 10.43 eV
E_tot = -302.56812 hartree
Energy above the lowest of the compared OMol25 structures with the same formula, charge and spin = 328.1 kJ/mol
Total charge = 0

# 6
C3H6N2O | ωB97M-V with the def2-TZVPD basis set

CARTESIAN COORDINATES (ANGSTROEM)
C -1.4423 -0.1335 -1.1255
C 0.5367 -0.3700 0.2085
C 1.1634 0.3685 1.2411
O 1.1208 -1.2557 -0.6374
N -0.6940 0.0880 0.0879
N 0.4507 1.4655 1.4433
H 2.0811 -1.2213 -0.5557
H -0.3377 1.3984 2.0985
H 2.1554 0.2090 1.6479
H -2.3978 -0.6103 -0.8960
H -1.6444 0.8226 -1.6130
H -0.9920 -0.7613 -1.8996

Properties
Gap between HOMO and LUMO (alpha / beta) = 7.31 / 8.48 eV
E_tot = -302.50750 hartree
Energy above the lowest of the compared OMol25 structures with the same formula, charge and spin = 487.3 kJ/mol
Total charge = 0